# C3H7ClOS

2 unconnected molecules or ions with the total composition C3H7ClOS (ωB97M-V with the def2-TZVPD basis set, the Open Molecules 2025 dataset).

Each line ends with the Löwdin charge.
Positions of all 13 atoms, in Å:
C1 0.7783 0.3008 1.1943  -0.535
C2 0.2652 1.1441 0.0582  -0.400
C3 1.0869 2.2092 -0.5108  -0.107
H1 1.5314 0.8489 1.7643  0.085
H2 -0.0313 0.0083 1.8658  0.080
H3 -0.5005 0.6782 -0.5618  0.101
H4 2.0926 2.3722 -0.1231  0.119
H5 0.9221 2.5301 -1.5372  0.115
H6 -1.2634 -2.0866 -1.3186  -0.220
H7 -2.0373 -0.7996 -0.0794  -0.246
O1 0.0282 2.4996 0.3960  -0.035
S1 -2.4784 -1.5685 -1.0843  0.491
Cl1 1.5254 -1.1986 0.5719  0.551

## Properties
F_max = 0.274 eV/Å
SMILES = ClC[C@@H]1CO1.S
Multiplicity = 1



# C2H4ClN

A molecular structure, C2H4ClN at a distorted geometry (ωB97M-V with the def2-TZVPD basis set, the Open Molecules 2025 dataset).

Each line ends with the Löwdin charge.
Positions of all 8 atoms, in Å:
C1 -0.3754 -0.6211 0.3433  -0.188
C2 0.5740 0.7402 -0.6580  -0.564
N1 -0.4115 -0.4707 1.5624  0.055
Cl1 -0.1489 0.8417 -2.2332  0.509
H1 -0.7530 -1.3610 -0.3538  0.072
H2 0.4153 1.6414 -0.0802  0.031
H3 1.6003 0.4094 -0.6887  0.028
H4 -0.9008 -1.1799 2.1081  0.057

## Properties
F_max = 4.721 eV/Å
Multiplicity = 1



# C12H15IN2O4SSiZn

A molecular structure, C12H15IN2O4SSiZn (ωB97M-V with the def2-TZVPD basis set, the Open Molecules 2025 dataset).

Each line ends with the Löwdin charge.
Positions of all 37 atoms, in Å:
Zn1 -0.0998 0.1120 -0.1686  0.484
N1 0.2775 -0.4262 7.5262  0.125
C1 0.2278 -0.3457 6.3798  -0.191
C2 0.1680 -0.2452 4.9437  -0.240
C3 0.8236 0.7948 4.2920  -0.018
C4 0.7344 0.8428 2.9108  -0.120
N2 0.0509 -0.0436 2.2014  0.047
C5 -0.5840 -1.0388 2.8186  -0.084
C6 -0.5434 -1.1783 4.2000  0.007
H1 1.3834 1.5361 4.8448  0.108
H2 1.2221 1.6269 2.3405  0.108
H3 -1.1421 -1.7254 2.1826  0.085
H4 -1.0612 -1.9952 4.6829  0.116
I1 2.8007 -1.9495 0.8566  0.426
C7 1.9652 -0.2550 -0.2524  -0.730
H5 2.3648 -0.4280 -1.2545  -0.084
H6 2.5336 0.5787 0.1696  -0.090
O1 -1.0321 -1.4137 -1.1896  -0.457
S1 -2.2593 -1.5511 -0.2965  0.253
O2 -3.4740 -1.6217 -1.1003  -0.400
O3 -2.1915 -0.2966 0.5347  -0.454
O4 -2.1020 -2.7234 0.5845  -0.422
C8 0.2610 5.9415 -1.9129  -0.208
Si1 -0.1248 5.1858 -0.2290  0.366
C9 1.1706 5.8261 0.9831  -0.208
C10 -1.7944 5.8555 0.3250  -0.205
C11 -0.1206 3.3927 -0.2968  -0.270
C12 -0.1537 2.1662 -0.3399  -0.116
H7 0.2580 7.0350 -1.8751  0.014
H8 -0.4786 5.6188 -2.6489  0.022
H9 1.2412 5.6099 -2.2623  0.020
H10 1.1786 6.9194 1.0282  0.014
H11 2.1661 5.4855 0.6894  0.020
H12 0.9716 5.4421 1.9862  0.019
H13 -1.7986 6.9490 0.3684  0.014
H14 -2.0482 5.4676 1.3137  0.023
H15 -2.5775 5.5319 -0.3637  0.024

## Properties
F_max = 0.135 eV/Å
Multiplicity = 1
Total charge = -2



# C45H95N5O5

5 unconnected molecules or ions with the total composition C45H95N5O5 at a distorted geometry (ωB97M-V with the def2-TZVPD basis set, the Open Molecules 2025 dataset).

Each line ends with the Löwdin charge.
Positions of all 150 atoms, in Å:
C1 -5.5918 11.4996 4.5217  -0.079
C2 -4.5653 10.4742 4.1286  -0.483
C3 -3.4421 11.4117 3.3655  -0.093
C4 -2.0476 10.6042 3.2963  -0.126
C5 -1.7027 10.3534 4.8479  -0.129
C6 -2.6956 9.3811 5.5043  -0.516
N1 -4.1153 9.7574 5.2970  -0.076
O1 -5.1822 8.8987 5.8962  -0.008
C7 -2.4766 7.9351 5.0091  -0.025
C8 -2.4023 9.5563 7.0320  -0.028
C9 -5.2345 9.4942 3.0289  -0.023
H1 -6.1655 11.9633 3.7193  0.083
H2 -5.2988 12.2142 5.2907  0.092
H3 -6.4282 10.8852 4.8549  0.075
H4 -3.8949 11.6847 2.4123  0.098
H5 -3.4416 12.3962 3.8333  0.098
H6 -1.3552 11.3209 2.8546  0.088
H7 -2.0290 9.7156 2.6654  0.091
H8 -1.8278 11.3390 5.2964  0.108
H9 -0.6604 10.0412 4.9136  0.117
H10 -1.4438 7.6110 5.1370  0.082
H11 -3.1307 7.3574 5.6622  0.077
H12 -2.6803 7.8331 3.9432  0.070
H13 -3.0316 8.8656 7.5934  0.078
H14 -1.3687 9.2371 7.1653  0.077
H15 -2.4920 10.6149 7.2759  0.083
H16 -5.7094 10.0984 2.2559  0.074
H17 -6.0248 8.8434 3.4031  0.062
H18 -4.5170 8.7666 2.6498  0.064
H19 -5.2876 8.1317 5.3285  0.069
C10 11.8444 -1.9024 -0.9409  -0.012
C11 12.8743 -3.1091 -1.2002  -0.427
C12 12.7770 -3.7695 -2.6643  -0.142
C13 13.4138 -3.0330 -3.7900  -0.183
C14 14.9147 -2.6879 -3.3545  -0.111
C15 15.0705 -1.9987 -1.9185  -0.416
N2 14.2156 -2.6966 -0.9442  -0.192
O2 14.4230 -2.4673 0.3567  0.005
C16 16.6831 -2.1293 -1.6479  -0.032
C17 14.7975 -0.4978 -1.9880  -0.055
C18 12.5720 -4.3381 -0.2674  -0.050
H20 10.8024 -1.9973 -1.2463  0.070
H21 11.9201 -1.0600 -1.6285  0.054
H22 12.0298 -1.5092 0.0587  0.077
H23 13.1509 -4.7927 -2.6300  0.114
H24 11.7429 -3.6715 -2.9947  0.112
H25 12.8777 -2.0924 -3.9166  0.099
H26 13.4847 -3.4633 -4.7890  0.109
H27 15.2578 -1.9014 -4.0267  0.100
H28 15.5938 -3.4984 -3.6192  0.104
H29 17.2991 -1.8727 -2.5098  0.071
H30 17.0506 -1.5539 -0.7983  0.069
H31 16.9071 -3.1794 -1.4605  0.068
H32 13.9079 -0.2356 -2.5607  0.066
H33 14.3983 -0.1063 -1.0524  0.079
H34 15.6157 0.1731 -2.2498  0.081
H35 13.1666 -5.2364 -0.4336  0.081
H36 11.5684 -4.7347 -0.4206  0.078
H37 12.4713 -4.1300 0.7978  0.075
H38 14.7281 -3.3227 0.6679  0.109
C19 -7.4270 -2.9970 -3.5192  -0.029
C20 -8.9117 -2.7569 -3.1344  -0.453
C21 -8.9213 -2.1846 -1.6748  -0.120
C22 -10.4106 -1.9235 -1.2041  -0.176
C23 -10.9881 -0.8505 -2.0957  -0.164
C24 -10.9892 -1.1668 -3.6609  -0.461
N3 -9.6595 -1.7304 -3.9886  -0.106
O3 -9.4207 -2.0187 -5.3627  -0.027
C25 -12.1281 -2.1407 -4.0212  -0.029
C26 -11.2990 0.2429 -4.2115  -0.064
C27 -9.7098 -4.1456 -3.2242  -0.041
H39 -7.1491 -1.9529 -3.6632  0.086
H40 -7.4546 -3.6685 -4.3774  0.082
H41 -6.9267 -3.4342 -2.6551  0.084
H42 -8.6010 -3.0830 -1.1471  0.102
H43 -8.2155 -1.3689 -1.5176  0.118
H44 -10.3369 -1.2804 -0.3271  0.102
H45 -10.9773 -2.8454 -1.0737  0.104
H46 -10.4505 0.0448 -1.7834  0.114
H47 -12.0155 -0.7052 -1.7617  0.118
H48 -12.9508 -1.5259 -4.3860  0.075
H49 -11.8582 -2.9003 -4.7549  0.079
H50 -12.5289 -2.6866 -3.1671  0.072
H51 -12.1664 0.8619 -3.9822  0.083
H52 -10.4825 0.9549 -4.0908  0.080
H53 -11.5125 0.1052 -5.2714  0.073
H54 -10.6656 -4.3279 -2.7328  0.062
H55 -9.1652 -4.9157 -2.6780  0.068
H56 -9.7492 -4.6131 -4.2081  0.076
H57 -8.5820 -1.5930 -5.5551  0.089
C28 1.3233 -9.7321 3.7824  -0.051
C29 0.5389 -8.6261 3.0797  -0.487
C30 1.4913 -7.9521 2.1510  -0.193
C31 0.8533 -7.1858 1.1337  -0.201
C32 -0.2985 -7.8972 0.2696  -0.097
C33 -1.2928 -8.6448 1.2178  -0.524
N4 -0.5390 -9.3315 2.3015  -0.098
O4 -1.2969 -10.2666 3.0344  -0.011
C34 -2.2399 -7.5624 1.8664  -0.013
C35 -2.1054 -9.4714 0.3354  -0.071
C36 0.0487 -7.6647 4.1530  -0.041
H58 0.7557 -10.3890 4.4415  0.077
H59 2.0351 -9.3022 4.4872  0.088
H60 1.8315 -10.4787 3.1722  0.088
H61 2.0188 -7.2138 2.7550  0.133
H62 2.3126 -8.5053 1.6954  0.133
H63 1.5653 -6.9282 0.3495  0.109
H64 0.4455 -6.2129 1.4079  0.107
H65 0.2131 -8.6226 -0.3630  0.103
H66 -0.7422 -7.2356 -0.4743  0.117
H67 -3.1562 -7.3814 1.3044  0.083
H68 -2.3497 -8.0565 2.8318  0.068
H69 -1.7520 -6.6768 2.2737  0.061
H70 -1.4398 -10.2512 -0.0348  0.091
H71 -2.7863 -9.9835 1.0153  0.087
H72 -2.6276 -9.0275 -0.5122  0.100
H73 -0.2023 -6.6569 3.8222  0.075
H74 0.5922 -7.3956 5.0587  0.085
H75 -0.8495 -8.0734 4.6157  0.086
H76 -0.7323 -11.0358 2.9292  0.098
C37 -2.6612 3.4022 -1.8521  -0.053
C38 -1.1737 3.3255 -2.3314  -0.463
C39 -0.7308 4.8016 -2.1212  -0.152
C40 0.8039 5.0030 -2.0534  -0.164
C41 1.3685 4.0045 -0.9937  -0.143
C42 1.0155 2.5131 -1.1727  -0.435
N5 -0.4716 2.4063 -1.3845  -0.179
O5 -1.0254 1.1730 -1.4190  -0.008
C43 1.7483 1.7073 -2.2884  -0.022
C44 1.2473 1.8569 0.2847  -0.027
C45 -1.0788 2.9109 -3.8645  0.003
H77 -3.1929 2.5408 -2.2564  0.075
H78 -3.0153 4.2447 -2.4461  0.069
H79 -2.9958 3.6125 -0.8363  0.084
H80 -1.1337 5.3384 -2.9801  0.111
H81 -1.1459 5.3003 -1.2453  0.115
H82 1.1055 6.0243 -1.8208  0.110
H83 1.2119 4.6191 -2.9884  0.089
H84 1.0553 4.4978 -0.0735  0.113
H85 2.4538 4.1041 -1.0054  0.115
H86 2.7963 1.4859 -2.0866  0.074
H87 1.3559 0.7508 -2.6336  0.083
H88 1.8454 2.3975 -3.1265  0.062
H89 0.5941 2.3040 1.0341  0.074
H90 0.9192 0.8239 0.1697  0.067
H91 2.2934 1.9864 0.5625  0.076
H92 -0.0436 3.2142 -4.0214  0.058
H93 -1.8358 3.5317 -4.3436  0.078
H94 -1.2257 1.8502 -4.0680  0.081
H95 -1.3609 1.1656 -0.5196  0.110

## Properties
F_max = 5.914 eV/Å
SMILES = CC1(C)CCCC(C)(C)N1O.CC1(C)CCCC(C)(C)N1O.CC1(C)CCCC(C)(C)N1O.CC1(C)CCCC(C)(C)N1O.CC1(C)CCCC(C)(C)N1O
Multiplicity = 1



# C18H12B3Ba2Br6O24

A molecular structure, C18H12B3Ba2Br6O24 at a distorted geometry (ωB97M-V with the def2-TZVPD basis set, the Open Molecules 2025 dataset).

Each line ends with the Löwdin charge.
Positions of all 65 atoms, in Å:
Ba1 -0.3436 -3.0294 -2.0929  1.899
Ba2 1.9431 3.4122 -2.4425  2.055
O1 -0.3109 -2.2321 3.6326  0.126
C1 0.1768 -1.6287 2.7292  -0.399
O2 0.9297 -0.5573 2.7640  0.248
B1 1.1356 -0.0235 1.4183  -0.819
O3 0.7348 -1.1943 0.5479  0.196
C2 0.0558 -2.0429 1.2095  -0.403
O4 -0.5335 -3.0071 0.7215  -0.065
O5 2.5126 0.4631 1.1890  0.288
C3 2.4632 1.6104 0.5651  -0.385
O6 3.3449 2.1575 -0.0496  0.064
C4 0.9538 2.0391 0.5171  -0.375
O7 0.2746 1.1236 1.1245  0.271
O8 0.5254 2.9905 -0.0904  -0.006
O9 2.4131 0.7234 -2.4239  -0.075
C5 3.1698 -0.0048 -3.0401  -0.365
O10 4.1329 0.4108 -3.7863  0.277
B2 4.7127 -0.7086 -4.5448  -0.859
O11 4.0548 -1.9338 -3.9664  0.296
C6 3.1502 -1.5608 -3.1316  -0.381
O12 2.3463 -2.2472 -2.5414  -0.045
O13 4.4611 -0.5953 -5.9633  0.230
C7 5.6475 -0.6721 -6.6111  -0.364
O14 5.8189 -0.7458 -7.7723  0.213
C8 6.7404 -0.8566 -5.5409  -0.396
O15 6.1681 -0.8017 -4.3463  0.240
O16 7.8815 -1.0426 -5.7776  0.207
O17 -3.1393 0.0698 -3.7069  0.157
C9 -2.8378 0.8882 -2.8939  -0.361
O18 -3.0857 2.2107 -2.8850  0.264
B3 -2.4524 2.7698 -1.6908  -0.889
O19 -1.8534 1.6111 -0.9581  0.229
C10 -1.9279 0.5503 -1.6838  -0.386
O20 -1.4914 -0.5490 -1.3968  -0.086
O21 -1.3340 3.6734 -2.0481  0.146
C11 -1.3781 4.7585 -1.2999  -0.430
O22 -0.5098 5.5741 -1.2177  0.139
C12 -2.7044 4.7467 -0.5667  -0.368
O23 -3.3076 3.5682 -0.8356  0.234
O24 -3.1249 5.6289 0.0901  0.225
Br1 -3.6830 -2.8150 -1.8413  0.593
C13 -4.6868 -1.9074 -0.4110  -0.584
C14 -4.0126 -2.0432 0.9203  -0.651
Br2 -3.9458 -3.9550 1.4271  0.643
H1 -5.6955 -2.2956 -0.4969  0.073
H2 -4.6453 -0.9063 -0.8360  0.050
H3 -4.4820 -1.4323 1.6872  0.007
H4 -2.9708 -1.7291 0.9309  0.034
Br3 -2.2265 1.4462 3.8464  0.677
C15 -2.7958 2.2446 2.1599  -0.696
C16 -4.2312 2.6796 2.2245  -0.626
Br4 -5.4468 1.1122 2.4107  0.625
H5 -2.4900 1.6000 1.3463  0.036
H6 -2.2298 3.1795 2.1577  0.062
H7 -4.4806 3.1664 1.2812  0.047
H8 -4.4792 3.3640 3.0276  0.066
Br5 1.5254 -4.6668 4.3526  0.706
C17 2.3327 -4.1476 6.0033  -0.727
C18 1.9406 -2.6852 6.2163  -0.690
Br6 2.8750 -2.0703 7.8581  0.600
H9 3.4068 -4.3024 5.9703  0.052
H10 1.9467 -4.6997 6.8568  0.059
H11 0.8568 -2.6593 6.3064  0.055
H12 2.2050 -2.0241 5.3975  0.040

## Properties
F_max = 2.588 eV/Å
Multiplicity = 1
Total charge = +1



# C6H15NO4S

A molecular structure, C6H15NO4S at a distorted geometry (ωB97M-V with the def2-TZVPD basis set, the Open Molecules 2025 dataset).

Each line ends with the Löwdin charge.
Positions of all 27 atoms, in Å:
C1 -0.8635 1.1729 -1.3470  -0.259
C2 0.3979 0.4611 -1.0262  -0.304
C3 0.3371 0.6953 1.4416  -0.085
C4 1.7871 0.7793 2.0800  -0.129
C5 1.6329 -1.5587 1.6905  -0.263
C6 1.4785 -1.2285 0.2423  -0.174
H1 -1.1024 -1.3821 -0.5703  -0.037
H2 -3.0797 -0.9304 -0.4954  0.090
H3 -3.5646 1.2835 -3.3329  0.240
H4 -1.3433 1.5309 -0.4038  0.110
H5 -0.6698 1.9353 -2.1250  0.107
H6 1.2263 1.0602 -1.2667  0.105
H7 0.5880 -0.3839 -1.7440  0.134
H8 0.1296 1.6653 1.0900  0.098
H9 -0.3551 0.2894 2.1235  0.103
H10 2.5042 0.9657 1.2278  0.136
H11 1.8347 1.4314 2.9163  0.110
H12 2.1566 -2.4565 1.9655  0.121
H13 0.5074 -1.7308 2.0586  0.160
H14 1.1724 -2.2776 -0.1723  0.158
H15 2.4035 -0.8771 -0.3030  0.139
N1 0.4162 -0.2031 0.2290  -0.194
O1 -1.5312 -1.5396 -1.4072  -0.403
O2 -3.2668 0.0344 -0.7949  -0.319
O3 -2.7709 1.6809 -2.3794  -0.498
O4 2.1731 -0.5375 2.4027  -0.147
S1 -2.1982 0.1201 -2.0996  1.002

## Properties
F_max = 8.202 eV/Å
Multiplicity = 1



Number 1: frontier orbital gap 10.7 eV. Number 2: frontier orbital gap 10.4 eV. Number 3: frontier orbital gap 6.3 eV. Number 4: frontier orbital gap 8.4 eV. Number 5: frontier orbital gap 7.1 eV. Number 6: frontier orbital gap 9.0 eV.